DFT (the ωB97M-V functional and the def2-TZVPD basis) results for a 14-piece molecular cluster, C26H68O14 overall at a distorted geometry.

Orbital gap ... 9.5 eV
Strongest force on any atom ... 0.061 Eh/bohr
E_LUMO ... -0.0003 Eh
Total energy ... -56723.565 eV

```
108
C26H68O14 | the Open Molecules 2025 dataset | the ωB97M-V functional and the def2-TZVPD basis
C -29.817 0.975 -5.333
C -29.462 0.644 -3.899
O -29.395 1.510 -3.045
C -28.990 -0.798 -3.581
H -30.905 1.050 -5.333
H -29.542 0.126 -5.958
H -29.371 1.911 -5.669
H -29.746 -1.495 -3.941
H -28.815 -0.973 -2.519
H -28.101 -1.021 -4.171
C -25.666 -1.235 5.583
C -24.185 -1.463 5.797
O -23.460 -0.517 6.106
C -23.634 -2.863 5.674
H -26.043 -0.245 5.840
H -26.144 -1.939 6.264
H -25.890 -1.434 4.535
H -24.283 -3.621 6.113
H -22.724 -2.827 6.274
H -23.399 -3.124 4.642
C -25.845 2.635 1.372
C -24.974 3.632 2.108
O -23.948 4.032 1.642
C -25.408 4.049 3.442
H -25.222 2.321 0.534
H -26.774 3.067 1.002
H -26.056 1.869 2.119
H -26.457 4.341 3.403
H -24.927 4.981 3.739
H -25.124 3.294 4.175
C -30.573 -1.874 2.117
C -31.933 -2.111 1.446
O -31.960 -2.488 0.298
C -33.110 -1.805 2.236
H -30.319 -0.814 2.147
H -29.804 -2.389 1.541
H -30.666 -2.299 3.116
H -33.924 -2.398 1.819
H -33.278 -0.729 2.177
H -33.087 -2.101 3.284
C -41.714 0.586 1.278
C -40.464 0.815 2.124
O -40.385 1.693 2.935
C -39.326 -0.125 1.900
H -42.466 1.348 1.485
H -42.141 -0.322 1.703
H -41.453 0.630 0.220
H -38.976 0.070 0.886
H -39.604 -1.154 2.128
H -38.503 0.090 2.581
C -33.115 -8.543 3.139
C -32.223 -7.355 3.507
O -31.142 -7.103 2.932
C -32.762 -6.427 4.570
H -33.518 -9.056 4.012
H -32.457 -9.274 2.669
H -33.843 -8.265 2.376
H -33.689 -6.014 4.174
H -32.153 -5.529 4.680
H -33.044 -6.896 5.513
C -30.695 -0.496 7.376
O -31.796 -1.326 7.747
H -30.129 -0.884 6.529
H -30.967 0.530 7.128
H -30.038 -0.375 8.238
H -32.529 -0.900 7.295
C -36.422 0.928 7.288
O -35.574 -0.075 6.774
H -36.764 0.628 8.278
H -35.837 1.848 7.303
H -37.298 0.935 6.640
H -36.004 -0.932 6.724
C -26.305 -5.946 1.578
O -27.139 -6.643 0.708
H -25.257 -5.960 1.277
H -26.631 -4.913 1.697
H -26.354 -6.486 2.524
H -27.965 -6.735 1.188
C -36.679 -5.533 0.804
O -37.535 -5.496 1.916
H -35.635 -5.337 1.049
H -36.678 -6.506 0.313
H -36.952 -4.718 0.134
H -38.448 -5.608 1.642
C -34.765 -4.632 -3.511
O -35.212 -5.887 -3.938
H -35.574 -3.942 -3.272
H -34.259 -4.803 -2.561
H -34.069 -4.172 -4.213
H -34.487 -6.486 -4.129
C -30.588 4.203 1.780
O -31.267 3.505 0.761
H -29.822 4.880 1.401
H -31.252 4.770 2.433
H -30.016 3.545 2.433
H -30.614 3.249 0.105
C -38.640 -3.838 6.105
O -37.613 -3.432 5.233
H -39.642 -3.620 5.737
H -38.536 -4.919 6.206
H -38.584 -3.474 7.130
H -37.709 -3.906 4.404
C -35.252 3.427 2.858
O -35.034 4.527 1.980
H -36.043 3.684 3.562
H -35.621 2.609 2.239
H -34.400 3.126 3.467
H -34.219 4.312 1.521
```

DFT (the ωB97M-V functional and the def2-TZVPD basis) results for B3CsF12 as an isolated structure at a distorted geometry.

Relative energy (zero: lowest compared OMol25 entry of this formula, charge and spin) ... 12.500 eV
Orbital gap ... 6.0 eV
Strongest force on any atom ... 0.195 Eh/bohr
E_LUMO ... 0.1685 Eh
Net charge ... -2
Total energy ... -35198.799 eV

```
16
B3CsF12 | the Open Molecules 2025 dataset | the ωB97M-V functional and the def2-TZVPD basis
Cs 0.786 -0.298 -0.131
B 1.030 -0.184 2.539
F 1.881 -0.204 3.601
F 1.713 0.599 1.600
F 0.716 -1.455 2.051
F -0.170 0.389 2.940
B -1.542 0.943 0.282
F -0.728 0.445 1.318
F -2.360 -0.059 -0.165
F -2.250 2.108 0.548
F -0.693 1.072 -0.832
B 0.339 -0.699 -2.809
F 0.568 -1.366 -3.961
F -0.535 0.415 -2.991
F -0.250 -1.454 -1.786
F 1.496 -0.253 -2.205
```

DFT (the ωB97M-V functional and the def2-TZVPD basis) results for C25H19BrCl3GeN10O3PPdS as an isolated structure.

⟨S²⟩ ... 8.826
2S+1 ... 6
Relative energy (zero: lowest compared OMol25 entry of this formula, charge and spin) ... 1.383 eV
Orbital gap (alpha / beta) ... 8.5 / 5.4 eV
Strongest force on any atom ... 0.006 Eh/bohr
E_LUMO (alpha / beta) ... -0.1017 / -0.2260 Eh
Net charge ... +1
Total energy ... -234997.411 eV

```
65
C25H19BrCl3GeN10O3PPdS | the Open Molecules 2025 dataset | the ωB97M-V functional and the def2-TZVPD basis
Pd 0.824 -0.156 0.546
O 1.370 1.966 0.705
S 1.785 2.081 -0.727
O 2.962 2.836 -0.979
O 1.777 0.677 -1.257
C 0.415 2.838 -1.543
C 0.629 3.973 -2.307
C -0.440 4.548 -2.979
C -1.703 3.985 -2.887
C -1.909 2.849 -2.116
C -0.850 2.262 -1.433
P -1.186 0.792 -0.409
C -2.457 1.284 0.765
C -2.024 1.751 2.005
C -2.947 2.226 2.924
C -4.298 2.233 2.609
C -4.732 1.771 1.372
C -3.817 1.300 0.447
C -1.819 -0.451 -1.546
C -2.674 -1.403 -1.068
C -2.586 -2.815 -1.553
C -1.844 -2.968 -2.843
C -1.158 -1.929 -3.385
C -1.079 -0.678 -2.732
H 1.625 4.389 -2.366
H -0.284 5.436 -3.577
H -2.536 4.431 -3.414
H -2.903 2.425 -2.047
H -0.969 1.752 2.254
H -2.608 2.588 3.885
H -5.017 2.601 3.328
H -5.786 1.782 1.128
H -4.164 0.948 -0.517
H -3.238 -1.241 -0.159
H -3.555 -3.316 -1.596
H -1.863 -3.939 -3.319
H -0.637 -2.068 -4.324
H -0.423 0.093 -3.115
N -0.230 -3.470 2.538
C 0.023 -2.276 3.070
N 0.204 -2.165 4.425
N 0.268 -0.917 4.664
N 0.173 -0.210 3.479
N 0.032 -1.041 2.496
C -0.876 -3.728 1.339
N -1.458 -4.911 1.089
N -2.101 -4.741 -0.034
N -1.883 -3.511 -0.414
N -1.104 -2.824 0.413
H -0.178 -4.253 3.184
Cl 0.954 -4.796 -1.916
Ge 1.525 -2.751 -1.600
Cl 2.222 -2.677 0.462
Cl 3.162 -2.297 -2.891
Br 3.359 -0.044 3.612
C 4.461 0.075 2.073
C 5.827 0.225 2.253
C 6.613 0.287 1.116
C 6.006 0.195 -0.126
C 4.633 0.054 -0.183
N 3.854 -0.005 0.905
H 6.248 0.289 3.245
H 7.684 0.405 1.203
H 6.583 0.239 -1.039
H 4.120 -0.006 -1.132
```

DFT (the ωB97M-V functional and the def2-TZVPD basis) results for C3H3Br9 as an isolated structure at a distorted geometry.

Relative energy (zero: lowest compared OMol25 entry of this formula, charge and spin) ... 0.549 eV
Orbital gap ... 10.0 eV
Strongest force on any atom ... 0.054 Eh/bohr
E_LUMO ... -0.0102 Eh
Total energy ... -633540.481 eV

```
15
C3H3Br9 | the Open Molecules 2025 dataset | the ωB97M-V functional and the def2-TZVPD basis
C 1.441 2.031 -0.195
Br 3.218 1.344 -0.583
Br 1.536 3.595 0.839
Br 0.332 0.736 0.672
H 0.858 2.225 -1.197
C 1.989 -2.196 0.160
Br 0.524 -2.799 1.186
Br 1.435 -2.101 -1.674
Br 3.539 -3.171 0.508
H 2.232 -1.100 0.347
C -3.291 0.316 -0.100
Br -3.906 -1.265 0.970
Br -3.090 1.754 1.105
Br -4.468 0.726 -1.594
H -2.349 -0.094 -0.446
```

DFT (the ωB97M-V functional and the def2-TZVPD basis) results for a 5-piece molecular cluster, C5H5Cl15 overall at a distorted geometry.

Relative energy (zero: lowest compared OMol25 entry of this formula, charge and spin) ... 0.446 eV
Orbital gap ... 11.0 eV
Strongest force on any atom ... 0.034 Eh/bohr
E_LUMO ... 0.0018 Eh
Structure (SMILES) ... ClC(Cl)Cl.ClC(Cl)Cl.ClC(Cl)Cl.ClC(Cl)Cl.ClC(Cl)Cl
Total energy ... -193101.806 eV

```
25
C5H5Cl15 | the Open Molecules 2025 dataset | the ωB97M-V functional and the def2-TZVPD basis
C 11.705 -6.222 18.657
Cl 11.096 -4.904 17.642
Cl 13.311 -6.721 18.184
Cl 10.572 -7.598 18.739
H 11.833 -5.834 19.668
C 11.836 -6.709 14.460
Cl 11.274 -8.070 13.442
Cl 11.046 -5.219 13.914
Cl 13.537 -6.565 14.274
H 11.539 -6.940 15.484
C 13.262 -7.470 22.823
Cl 11.991 -8.434 22.081
Cl 13.284 -5.890 22.125
Cl 14.830 -8.336 22.620
H 13.093 -7.374 23.896
C 9.612 -11.338 19.168
Cl 10.653 -12.721 19.660
Cl 8.162 -11.444 20.246
Cl 9.209 -11.350 17.446
H 10.186 -10.429 19.347
C 9.337 -4.792 22.898
Cl 9.351 -5.696 21.341
Cl 9.616 -2.983 22.702
Cl 10.510 -5.599 24.007
H 8.400 -4.905 23.442
```

DFT (the ωB97M-V functional and the def2-TZVPD basis) results for C7H18ClI2O5P2Sc as an isolated structure at a distorted geometry.

Relative energy (zero: lowest compared OMol25 entry of this formula, charge and spin) ... 0.000 eV
Orbital gap (alpha / beta) ... 4.5 / 4.5 eV
Strongest force on any atom ... 0.093 Eh/bohr
E_LUMO (alpha / beta) ... -0.4341 / -0.4343 Eh
Net charge ... +2
Total energy ... -85767.389 eV

```
36
C7H18ClI2O5P2Sc | the Open Molecules 2025 dataset | the ωB97M-V functional and the def2-TZVPD basis
I -0.478 0.098 -3.745
I 1.851 -1.105 -1.871
Sc -0.228 0.165 -0.563
P 1.680 1.984 -0.410
C 3.255 1.872 0.472
C 2.155 2.557 -2.062
H 2.771 3.453 -1.888
H 1.713 4.258 0.269
H 1.236 2.800 -2.620
H 0.057 3.736 -0.205
H 3.878 1.086 0.020
H 2.728 1.764 -2.566
C 0.968 3.460 0.343
H 3.682 2.869 0.303
H 0.767 3.233 1.394
H 3.063 1.705 1.542
P -1.595 -2.041 -0.394
C -1.208 -3.555 0.504
C -3.186 -1.610 0.348
H -2.516 -1.778 -2.586
H -2.852 -3.414 -1.863
H -1.200 -3.035 -2.535
C -2.094 -2.636 -2.033
H -3.626 -0.771 -0.207
H -3.834 -2.489 0.282
H -2.103 -4.165 0.332
H -1.085 -3.326 1.572
H -3.000 -1.362 1.397
H -0.316 -4.017 0.056
C 1.355 -1.207 1.193
O 2.273 -1.918 1.285
O 0.222 -0.215 3.320
Cl -0.834 0.685 2.937
O -2.137 0.214 3.308
O -0.575 2.047 3.320
O -0.789 0.659 1.352
```

DFT (the ωB97M-V functional and the def2-TZVPD basis) results for a 2-piece molecular cluster, H5NO2Si overall at a distorted geometry.

Relative energy (zero: lowest compared OMol25 entry of this formula, charge and spin) ... 4.380 eV
Orbital gap (alpha / beta) ... 8.8 / 6.2 eV
Strongest force on any atom ... 0.058 Eh/bohr
E_LUMO (alpha / beta) ... -0.0084 / -0.0198 Eh
Total energy ... -13542.841 eV

```
9
H5NO2Si | the Open Molecules 2025 dataset | the ωB97M-V functional and the def2-TZVPD basis
N -0.716 -0.916 -1.080
O -1.182 -0.178 1.490
O 1.285 -1.264 0.851
Si -0.040 -0.465 0.400
H -1.645 -1.260 -1.343
H -0.148 -1.049 -1.992
H -1.235 -0.082 2.437
H 1.960 -1.111 0.199
H 2.196 0.972 -1.262
```

DFT (the ωB97M-V functional and the def2-TZVPD basis) results for one molecule with the formula C4H7NO at a distorted geometry.

Relative energy (zero: lowest compared OMol25 entry of this formula, charge and spin) ... 3.481 eV
Orbital gap ... 10.4 eV
Strongest force on any atom ... 0.021 Eh/bohr
E_LUMO ... 0.0333 Eh
Structure (SMILES) ... ON=C1CCC1
Total energy ... -7796.164 eV

```
13
C4H7NO | the Open Molecules 2025 dataset | the ωB97M-V functional and the def2-TZVPD basis
O -0.691 1.067 2.317
N -1.424 0.781 1.169
C -0.652 0.450 0.217
C 0.824 0.189 0.299
C 0.679 -0.614 -1.030
C -0.850 -0.292 -1.089
H 0.110 0.496 2.291
H 1.509 1.043 0.330
H 1.020 -0.370 1.250
H 1.239 -0.217 -1.884
H 0.919 -1.670 -0.916
H -1.168 0.297 -1.955
H -1.515 -1.159 -0.999
```

DFT (the ωB97M-V functional and the def2-TZVPD basis) results for C42H56N3O3PSbTi as an isolated structure at a distorted geometry.

⟨S²⟩ ... 0.760
2S+1 ... 2
Relative energy (zero: lowest compared OMol25 entry of this formula, charge and spin) ... 1.125 eV
Orbital gap (alpha / beta) ... 6.8 / 6.7 eV
Strongest force on any atom ... 0.031 Eh/bohr
E_LUMO (alpha / beta) ... -0.0027 / -0.0100 Eh
Total energy ... -94020.226 eV

```
107
C42H56N3O3PSbTi | the Open Molecules 2025 dataset | the ωB97M-V functional and the def2-TZVPD basis
Ti 0.259 0.078 1.350
O -3.268 2.918 1.166
C -2.948 3.609 2.277
C -3.795 4.667 2.619
C -3.536 5.429 3.738
C -2.429 5.160 4.544
C -1.596 4.115 4.208
C -1.837 3.321 3.081
C -0.915 2.198 2.775
O -1.140 1.480 1.709
N 0.044 1.935 3.617
N 0.723 0.762 3.211
C 1.582 0.283 4.031
C 2.228 -1.027 3.857
C 2.997 -1.516 4.916
C 3.544 -2.782 4.882
C 3.323 -3.587 3.763
C 2.589 -3.119 2.688
C 2.047 -1.834 2.719
O 1.372 -1.363 1.671
H -2.578 2.237 1.028
H -4.647 4.864 1.981
H -4.200 6.248 3.988
H -2.225 5.760 5.420
H -0.731 3.881 4.813
H 1.774 0.845 4.942
H 3.146 -0.882 5.783
H 4.133 -3.145 5.713
H 3.732 -4.589 3.730
H 2.438 -3.725 1.805
C -0.209 -3.577 -0.109
C -1.498 -3.239 0.639
C -2.669 -3.908 -0.082
P -1.695 -1.421 0.932
C -3.112 -1.418 2.110
C -4.078 -0.246 1.942
C -2.522 -1.423 3.525
C -2.038 -0.705 -0.714
C -3.148 -1.080 -1.481
C -3.275 -0.787 -2.827
C -4.506 -1.161 -3.613
C -2.196 -0.137 -3.426
C -1.110 0.295 -2.694
C -1.028 0.104 -1.306
N 0.024 0.634 -0.550
C 0.627 1.888 -0.876
C 1.966 2.140 -0.498
C 2.806 1.226 0.390
C 2.594 3.315 -0.905
C 1.948 4.290 -1.639
C 2.652 5.536 -2.109
C 0.595 4.089 -1.882
C -0.088 2.945 -1.498
C -1.584 2.969 -1.732
H -0.066 -4.661 -0.130
H 0.667 -3.115 0.337
H -0.277 -3.228 -1.142
H -1.433 -3.638 1.658
H -2.700 -3.602 -1.128
H -3.642 -3.700 0.365
H -2.525 -4.991 -0.061
H -3.642 -2.358 1.957
H -3.663 0.663 2.376
H -5.014 -0.462 2.462
H -4.314 -0.030 0.900
H -1.977 -0.496 3.715
H -1.830 -2.253 3.689
H -3.323 -1.506 4.264
H -3.950 -1.627 -0.993
H -5.135 -1.855 -3.054
H -4.243 -1.635 -4.561
H -5.112 -0.283 -3.847
H -2.213 0.046 -4.496
H -0.303 0.821 -3.189
H 3.689 0.862 -0.139
H 2.277 0.338 0.704
H 3.136 1.770 1.275
H 3.634 3.462 -0.625
H 3.711 5.507 -1.855
H 2.223 6.432 -1.655
H 2.569 5.651 -3.191
H 0.027 4.872 -2.379
H -1.958 3.965 -1.491
H -2.132 2.259 -1.122
H -1.839 2.757 -2.771
C 4.504 -3.275 -0.898
C 4.267 -2.238 -2.002
Sb 2.239 -1.509 -2.041
C 2.735 0.079 -3.407
C 3.136 -0.364 -4.815
C 1.629 -2.969 -3.491
C 0.267 -2.699 -4.134
H 5.543 -3.613 -0.866
H 3.883 -4.164 -1.045
H 4.262 -2.870 0.088
H 4.493 -2.658 -2.985
H 4.917 -1.370 -1.861
H 3.560 0.606 -2.920
H 1.904 0.786 -3.440
H 3.951 -1.090 -4.796
H 3.474 0.484 -5.417
H 2.301 -0.824 -5.347
H 1.613 -3.925 -2.960
H 2.416 -3.029 -4.246
H -0.529 -2.614 -3.389
H -0.016 -3.495 -4.829
H 0.265 -1.761 -4.696
```

DFT (the ωB97M-V functional and the def2-TZVPD basis) results for a 2-piece molecular cluster, C20H18N2O2 overall at a distorted geometry.

Relative energy (zero: lowest compared OMol25 entry of this formula, charge and spin) ... 7.063 eV
Orbital gap ... 5.6 eV
Strongest force on any atom ... 0.056 Eh/bohr
E_LUMO ... -0.0652 Eh
Total energy ... -28102.142 eV

```
42
C20H18N2O2 | the Open Molecules 2025 dataset | the ωB97M-V functional and the def2-TZVPD basis
C -1.886 -1.235 2.635
C -3.328 -0.690 2.935
C -3.159 0.794 2.817
C -1.858 1.148 2.514
C -1.062 -0.011 2.285
C 0.385 -0.015 2.458
C 1.111 1.196 2.519
C 2.479 1.194 2.756
C 3.173 -0.012 2.930
C 2.470 -1.223 2.861
C 1.098 -1.229 2.637
H -1.481 -1.694 3.552
H -1.892 -2.017 1.860
H -4.049 -1.108 2.220
H -3.666 -0.999 3.935
H -3.975 1.492 3.016
H -1.491 2.178 2.446
H 0.582 2.146 2.385
H 3.021 2.142 2.796
H 4.251 -0.011 3.097
H 3.001 -2.169 2.966
H 0.564 -2.179 2.597
C -2.717 -0.171 -0.460
C -1.234 -0.085 -0.295
C -0.535 -1.304 -0.161
N -0.021 -2.364 -0.118
C -0.495 1.023 -0.858
C -1.093 2.299 -1.103
C -0.374 3.350 -1.642
C 0.992 3.180 -1.968
N 1.759 4.286 -2.439
O 2.972 4.100 -2.715
O 1.190 5.401 -2.553
C 1.606 1.925 -1.780
C 0.889 0.878 -1.216
H -3.156 0.787 -0.733
H -2.936 -0.894 -1.262
H -3.212 -0.541 0.443
H -2.150 2.454 -0.865
H -0.821 4.326 -1.817
H 2.645 1.811 -2.071
H 1.384 -0.092 -1.090
```

DFT (the ωB97M-V functional and the def2-TZVPD basis) results for a 2-piece molecular cluster, C2H2F3NO overall at a distorted geometry.

Relative energy (zero: lowest compared OMol25 entry of this formula, charge and spin) ... 6.168 eV
Orbital gap ... 9.5 eV
Strongest force on any atom ... 0.071 Eh/bohr
E_LUMO ... -0.0345 Eh
Structure (SMILES) ... [O-][N+]#CF.FCF
Total energy ... -13790.932 eV

```
9
C2H2F3NO | the Open Molecules 2025 dataset | the ωB97M-V functional and the def2-TZVPD basis
C -0.704 1.772 0.029
C 0.732 -0.183 0.435
N -0.848 2.150 -1.069
O -1.011 1.904 -2.207
F -0.647 2.270 1.241
F 1.305 -1.361 0.793
F 1.445 0.207 -0.629
H 0.829 0.429 1.371
H -0.276 -0.526 0.284
```

Look up the total energy of the sixth one.
-85767.389 eV